Entry 1:
{
  "formula": "C38H39Br2F12O30P",
  "method": "the ωB97M-V functional and the def2-TZVPD basis",
  "multiplicity": 1,
  "total_charge": 0,
  "e_tot_ev": -283449.3232,
  "e_homo_ha": -0.3189,
  "gap_ev": 7.87,
  "lumo_energy_ev": -0.81,
  "de_lowest_kj_mol": 0.0,
  "smiles": "CCP(C)C1=C(CC[C@](F)(Br)C(F)(F)Br)C(=O)OC1=O.O=C1OC[C@@H](F)O1.O=C1OC[C@@H](F)O1.O=C1OC[C@@H](F)O1.O=C1OC[C@@H](F)O1.O=C1OC[C@@H](F)O1.O=C1OC[C@@H](F)O1.O=C1OC[C@@H](F)O1.O=C1OC[C@@H](F)O1.O=C1OC[C@@H](F)O1",
  "symbols": ["C", "C", "P", "C", "C", "C", "C", "C", "C", "F", "Br", "C", "F", "F", "Br", "C", "O", "O", "C", "O", "H", "H", "H", "H", "H", "H", "H", "H", "H", "H", "H", "H", "O", "C", "O", "C", "C", "F", "O", "H", "H", "H", "O", "C", "O", "C", "C", "F", "O", "H", "H", "H", "O", "C", "O", "C", "C", "F", "O", "H", "H", "H", "O", "C", "O", "C", "C", "F", "O", "H", "H", "H", "O", "C", "O", "C", "C", "F", "O", "H", "H", "H", "O", "C", "O", "C", "C", "F", "O", "H", "H", "H", "O", "C", "O", "C", "C", "F", "O", "H", "H", "H", "O", "C", "O", "C", "C", "F", "O", "H", "H", "H", "O", "C", "O", "C", "C", "F", "O", "H", "H", "H"],
  "positions_angstrom": [[1.8652, -0.1015, 3.0848], [2.9463, -0.0038, 1.9995], [2.5022, 0.9883, 0.5139], [4.1080, 1.7884, 0.1447], [1.5427, 2.3671, 1.2276], [0.3206, 2.7844, 0.8462], [-0.5798, 2.2890, -0.2331], [-1.9708, 1.8479, 0.2436], [-2.0299, 0.6910, 1.2387], [-1.4750, 1.0813, 2.4476], [-1.1062, -0.8696, 0.5861], [-3.5111, 0.3449, 1.5574], [-4.0493, 1.3866, 2.2363], [-4.2157, 0.2088, 0.3995], [-3.7818, -1.2527, 2.6154], [-0.0430, 3.9554, 1.6972], [-1.1047, 4.5017, 1.7984], [1.0446, 4.3240, 2.4325], [1.9911, 3.2804, 2.3104], [2.9311, 3.2233, 3.0344], [2.3463, -0.3587, 4.0305], [1.1449, -0.8875, 2.8608], [1.3249, 0.8300, 3.2509], [3.1404, -1.0054, 1.6073], [3.8819, 0.3534, 2.4360], [3.9732, 2.7056, -0.4283], [4.6591, 1.0711, -0.4706], [4.6996, 1.9896, 1.0398], [-0.0741, 1.4983, -0.7851], [-0.7440, 3.1245, -0.9205], [-2.5317, 1.5301, -0.6406], [-2.5100, 2.6966, 0.6725], [3.4280, -1.7173, -0.9368], [4.3687, -2.0245, -1.5910], [4.3632, -2.9561, -2.5631], [5.6305, -2.9305, -3.2377], [6.5206, -2.2980, -2.1874], [7.4858, -1.5154, -2.7217], [5.6106, -1.4836, -1.4625], [5.5619, -2.2988, -4.1225], [5.9292, -3.9302, -3.5314], [6.9852, -3.0034, -1.4970], [-7.0175, -5.0889, 3.9726], [-7.4271, -4.0083, 3.7276], [-6.6629, -2.8969, 3.5955], [-7.4912, -1.8226, 3.1429], [-8.8665, -2.2831, 3.5789], [-9.8391, -1.8979, 2.7195], [-8.7405, -3.6919, 3.5456], [-7.4348, -1.7509, 2.0558], [-7.1741, -0.8857, 3.5913], [-9.1506, -1.9755, 4.5865], [0.2272, 10.5809, -0.1757], [0.1040, 9.4036, -0.1113], [-0.6825, 8.7502, 0.7662], [-0.6925, 7.3563, 0.4199], [0.5942, 7.2238, -0.3649], [0.5048, 6.3090, -1.3618], [0.7448, 8.5165, -0.9252], [-1.5549, 7.1464, -0.2147], [-0.7278, 6.7375, 1.3090], [1.4746, 6.9925, 0.2378], [-2.9971, 7.5551, -3.7775], [-2.4804, 8.6124, -3.8959], [-2.4222, 9.5605, -2.9311], [-1.5825, 10.6272, -3.3934], [-1.6593, 10.4531, -4.8948], [-0.5071, 10.7932, -5.5192], [-1.8723, 9.0600, -5.0293], [-0.5662, 10.4782, -3.0263], [-1.9567, 11.5846, -3.0436], [-2.4827, 10.9855, -5.3739], [5.5828, -4.6642, -6.0594], [4.3984, -4.7074, -6.0781], [3.5862, -3.9243, -5.3315], [2.2288, -4.1658, -5.7302], [2.3286, -5.5411, -6.3534], [1.4793, -5.7046, -7.3932], [3.6645, -5.5643, -6.8318], [1.9329, -3.4274, -6.4765], [1.5674, -4.1022, -4.8729], [2.1895, -6.3681, -5.6556], [-0.7866, -2.2093, -3.6272], [-1.8246, -1.6297, -3.6343], [-2.2286, -0.7625, -2.6909], [-3.4441, -0.1410, -3.1371], [-3.9674, -1.1625, -4.1248], [-4.6199, -0.5996, -5.1653], [-2.7728, -1.7713, -4.5928], [-3.2044, 0.8013, -3.6311], [-4.1087, 0.0324, -2.2960], [-4.6055, -1.9328, -3.6887], [4.1866, -3.8842, 3.9648], [3.1450, -3.9297, 4.5218], [2.3392, -2.8656, 4.7518], [1.1030, -3.3371, 5.2944], [1.5050, -4.6782, 5.8710], [0.5132, -5.5956, 5.7780], [2.5792, -5.0597, 5.0317], [0.3772, -3.4654, 4.4896], [0.7193, -2.6367, 6.0303], [1.8515, -4.6454, 6.9050], [-0.0803, -6.6729, 9.0852], [0.0765, -7.6440, 8.4289], [-0.9068, -8.4786, 8.0222], [-0.3480, -9.4349, 7.1168], [1.1182, -9.4089, 7.4978], [1.9345, -9.6114, 6.4379], [1.2826, -8.0868, 7.9734], [-0.4827, -9.0890, 6.0912], [-0.8217, -10.4029, 7.2492], [1.3955, -10.1081, 8.2887], [-1.1207, 2.5458, -3.1992], [-0.2420, 1.9782, -3.7588], [-0.4138, 1.0160, -4.6908], [0.8746, 0.6278, -5.1872], [1.7859, 1.0601, -4.0564], [2.9913, 1.4845, -4.4977], [1.0751, 2.1592, -3.5042], [1.0979, 1.1863, -6.0970], [0.8941, -0.4388, -5.3843], [1.9352, 0.3106, -3.2765]],
  "forces_ev_per_a": [[0.236, -0.109, 0.156], [-0.096, -0.169, 0.258], [-0.415, -0.290, -0.457], [0.216, -0.086, 0.063], [-0.221, 0.377, -0.105], [0.558, -0.321, 0.122], [-0.063, 0.143, 0.396], [-0.177, -0.157, -0.317], [0.029, 0.491, 0.312], [-0.126, -0.315, -0.498], [0.111, 0.090, -0.036], [-0.343, 0.127, 0.047], [0.160, -0.340, -0.397], [0.313, 0.040, 0.431], [-0.013, 0.201, -0.028], [-0.389, 0.006, 0.039], [0.276, 0.072, -0.211], [0.075, -0.281, 0.283], [0.130, 0.190, 0.247], [-0.112, 0.106, -0.282], [-0.099, -0.043, -0.065], [-0.094, 0.096, -0.050], [-0.025, 0.004, -0.066], [0.107, 0.054, 0.033], [-0.088, 0.145, -0.078], [-0.016, -0.032, -0.045], [0.011, 0.123, 0.006], [-0.101, 0.118, -0.020], [-0.036, -0.034, 0.036], [0.005, -0.140, -0.020], [0.104, 0.065, 0.072], [0.093, -0.101, 0.125], [-0.005, 0.059, -0.001], [0.058, 0.044, -0.087], [0.015, -0.079, -0.100], [0.006, 0.010, 0.058], [-0.053, 0.100, 0.019], [-0.068, 0.046, -0.035], [0.035, -0.167, 0.133], [0.053, 0.041, -0.002], [-0.100, -0.065, 0.062], [0.097, 0.023, -0.027], [0.013, -0.069, -0.032], [-0.005, 0.056, -0.101], [0.017, 0.057, -0.008], [0.086, 0.075, -0.003], [0.025, -0.112, -0.036], [0.032, -0.050, -0.065], [-0.039, 0.058, 0.208], [-0.080, 0.008, -0.017], [0.074, -0.075, 0.088], [-0.087, 0.058, -0.033], [-0.028, 0.034, -0.115], [-0.187, -0.004, -0.031], [0.055, -0.100, -0.039], [-0.076, 0.007, 0.083], [-0.062, 0.050, -0.074], [-0.048, 0.044, -0.021], [0.186, -0.029, 0.134], [0.041, -0.031, -0.070], [-0.011, 0.151, 0.119], [0.021, -0.076, -0.043], [0.027, -0.090, 0.022], [0.071, 0.025, 0.062], [0.097, 0.068, -0.001], [0.007, 0.098, 0.150], [0.075, -0.133, 0.016], [0.033, -0.067, 0.036], [-0.192, 0.103, -0.084], [0.047, -0.002, -0.093], [-0.137, -0.082, 0.054], [0.058, 0.058, -0.056], [0.023, 0.066, -0.003], [-0.017, -0.007, -0.052], [-0.097, 0.009, -0.100], [-0.002, 0.161, 0.104], [0.054, -0.026, -0.084], [0.064, 0.075, -0.025], [-0.062, -0.134, 0.167], [-0.018, -0.059, -0.082], [0.075, -0.037, 0.130], [-0.079, -0.033, -0.049], [0.114, 0.077, -0.094], [0.166, -0.015, -0.061], [-0.125, 0.160, 0.022], [0.009, 0.084, 0.069], [0.106, -0.016, -0.056], [0.075, 0.048, -0.037], [-0.177, -0.129, 0.088], [-0.027, 0.005, -0.067], [0.092, -0.085, 0.097], [-0.078, 0.022, -0.057], [0.043, -0.021, -0.061], [-0.137, -0.003, -0.062], [-0.019, -0.031, 0.047], [-0.053, 0.108, -0.013], [0.085, -0.005, -0.026], [-0.033, -0.082, -0.109], [0.080, 0.021, 0.202], [-0.030, -0.074, 0.024], [0.129, 0.054, 0.006], [-0.083, -0.085, 0.037], [0.019, 0.088, -0.001], [-0.017, 0.047, -0.185], [-0.010, -0.068, -0.023], [-0.067, -0.024, -0.025], [-0.005, 0.113, -0.013], [-0.029, 0.073, -0.036], [0.051, -0.134, 0.199], [0.072, -0.008, -0.026], [-0.050, 0.047, 0.121], [0.067, -0.053, -0.059], [-0.201, 0.079, -0.225], [0.073, -0.180, 0.174], [-0.019, -0.039, -0.118], [-0.023, -0.034, -0.056], [-0.051, 0.024, 0.055], [-0.017, 0.069, -0.043], [0.060, -0.098, 0.143], [0.055, 0.028, 0.021], [-0.142, -0.054, 0.105], [0.093, 0.003, 0.010]],
  "lowdin_charge": [-0.1418, -0.3907, 0.9747, -0.2657, -0.2373, -0.1156, -0.1355, -0.1489, -0.7945, -0.0049, 0.8691, -0.9172, 0.0495, 0.0172, 0.8424, -0.3994, 0.1563, 0.1380, -0.4042, 0.1795, 0.0680, 0.0443, 0.0528, 0.0612, 0.0786, 0.0429, 0.0233, 0.0416, 0.0749, 0.1264, 0.1138, 0.1308, 0.1391, -0.5515, 0.0690, -0.0495, -0.3017, 0.0817, 0.1238, 0.1434, 0.1325, 0.1742, 0.1897, -0.5497, 0.0272, -0.0720, -0.3143, 0.0769, 0.1332, 0.1424, 0.1346, 0.1729, 0.1714, -0.5611, 0.0832, -0.0378, -0.3091, 0.0751, 0.1243, 0.1512, 0.1149, 0.1733, 0.1814, -0.5542, 0.0662, -0.0443, -0.3137, 0.0778, 0.1329, 0.1372, 0.1424, 0.1715, 0.1771, -0.5512, 0.0518, -0.0333, -0.3056, 0.0817, 0.1405, 0.1438, 0.1410, 0.1746, 0.1578, -0.5738, 0.0327, -0.0381, -0.3020, 0.0852, 0.1382, 0.1372, 0.1313, 0.1740, 0.1863, -0.5478, 0.0497, -0.0452, -0.3084, 0.0752, 0.1343, 0.1445, 0.1426, 0.1762, 0.1802, -0.5612, 0.0737, -0.0472, -0.3156, 0.0785, 0.1238, 0.1450, 0.1390, 0.1720, 0.1697, -0.5462, 0.0664, -0.0313, -0.3003, 0.0820, 0.1359, 0.1470, 0.1324, 0.1723]
}

Entry 2:
{
  "formula": "C38H39F2FeN7O",
  "method": "the ωB97M-V functional and the def2-TZVPD basis",
  "multiplicity": 1,
  "total_charge": -2,
  "e_tot_ev": -92339.7704,
  "e_homo_ha": [-0.0275, -0.0275],
  "gap_ev": [4.95, 4.95],
  "lumo_energy_ev": [4.20, 4.20],
  "de_lowest_kj_mol": 52.4,
  "symbols": ["Fe", "F", "C", "C", "C", "C", "C", "F", "C", "C", "C", "C", "C", "C", "N", "H", "H", "H", "H", "H", "H", "O", "C", "C", "C", "C", "C", "C", "C", "N", "C", "C", "N", "H", "H", "H", "H", "H", "H", "H", "C", "C", "C", "C", "C", "C", "N", "H", "H", "H", "H", "H", "H", "H", "H", "N", "C", "N", "C", "C", "C", "C", "C", "H", "H", "H", "H", "H", "H", "H", "H", "H", "H", "C", "C", "C", "C", "C", "C", "N", "H", "H", "H", "H", "H", "H", "H", "H"],
  "positions_angstrom": [[-0.0357, -0.2081, 0.3474], [-1.0392, -3.9786, -3.2460], [-1.1875, -2.6384, -2.9873], [-0.7375, -2.1236, -1.7980], [-0.8711, -0.7533, -1.4712], [-1.4562, 0.0387, -2.4877], [-1.9210, -0.5380, -3.6592], [-2.5132, 0.2561, -4.6117], [-1.8096, -1.8789, -3.9624], [-1.6322, 1.5116, -2.3455], [-2.8761, 2.0433, -2.0075], [-2.9994, 3.4035, -1.8076], [-1.8821, 4.2056, -1.9717], [-0.7007, 3.5983, -2.3559], [-0.5698, 2.2899, -2.5579], [-0.2893, -2.7956, -1.0774], [-2.1714, -2.2917, -4.8929], [-3.7153, 1.3762, -1.8620], [-3.9464, 3.8293, -1.4970], [-1.9108, 5.2694, -1.7770], [0.1985, 4.1927, -2.4930], [0.9241, -2.0590, 0.4966], [2.0791, -2.3944, 0.8737], [2.6181, -3.6743, 0.5108], [3.8979, -4.0518, 0.8282], [4.7460, -3.1997, 1.5497], [4.2419, -1.9786, 1.9587], [2.9425, -1.5604, 1.6654], [2.4223, -0.3173, 2.2243], [1.2785, 0.2879, 1.9603], [1.1896, 1.3677, 2.8134], [2.2972, 1.4308, 3.5918], [3.0813, 0.3607, 3.2071], [1.9633, -4.3272, -0.0543], [4.2596, -5.0253, 0.5097], [5.7616, -3.4887, 1.7902], [4.9036, -1.3237, 2.5202], [0.3295, 2.0150, 2.8084], [2.5934, 2.1150, 4.3668], [3.9451, 0.0744, 3.6239], [-0.2900, -1.2991, 3.7199], [-1.5146, -1.4314, 2.8642], [-2.6873, -1.9983, 3.3325], [-3.5708, -2.0317, 2.2326], [-2.8784, -1.4960, 1.1600], [-3.4979, -1.4178, -0.2050], [-1.6166, -1.0878, 1.5384], [-0.5083, -1.7584, 4.6884], [0.0002, -0.2643, 3.9060], [0.5732, -1.8153, 3.2908], [-2.8504, -2.3609, 4.3394], [-4.5807, -2.4198, 2.1935], [-4.5531, -1.6914, -0.1051], [-3.0445, -2.0967, -0.9260], [-3.4548, -0.4231, -0.6476], [1.5304, 0.1118, -0.9563], [2.2712, 0.3914, -1.7871], [3.0577, 0.6972, -2.8121], [2.4045, 1.1714, -4.0363], [2.4030, 0.0818, -5.1016], [3.8079, -0.5396, -5.2896], [4.8410, 0.0766, -4.3442], [4.3493, 0.0124, -2.9067], [2.9207, 2.0697, -4.3892], [1.3891, 1.4632, -3.7618], [2.0367, 0.5083, -6.0382], [1.6843, -0.6838, -4.8036], [4.1457, -0.4318, -6.3231], [3.7622, -1.6130, -5.0894], [5.0406, 1.1160, -4.6189], [5.7911, -0.4571, -4.4156], [5.0638, 0.4706, -2.2176], [4.2334, -1.0365, -2.6112], [1.8062, 2.8505, -0.2939], [0.4536, 3.0070, 0.3328], [-0.0055, 4.2031, 0.8576], [-1.2868, 3.9321, 1.3852], [-1.5289, 2.5852, 1.1456], [-2.7818, 1.8785, 1.5433], [-0.4624, 1.9971, 0.5107], [2.4155, 3.7210, -0.0324], [1.7586, 2.7927, -1.3891], [2.3266, 1.9596, 0.0559], [0.5394, 5.1394, 0.8622], [-1.9695, 4.6175, 1.8709], [-3.5510, 2.6240, 1.7721], [-2.6567, 1.2279, 2.4105], [-3.1492, 1.2515, 0.7391]],
  "forces_ev_per_a": [[0.519, -0.057, -0.158], [-0.002, -0.019, -0.005], [0.023, 0.036, -0.002], [-0.011, -0.006, -0.039], [-0.066, -0.105, 0.115], [0.041, 0.008, -0.047], [0.076, 0.009, -0.061], [0.012, 0.002, 0.028], [0.011, 0.004, 0.012], [-0.071, 0.070, 0.067], [0.027, -0.061, 0.021], [0.009, 0.011, 0.004], [-0.012, 0.008, -0.057], [-0.060, -0.013, -0.028], [0.052, -0.057, -0.208], [-0.016, -0.001, -0.004], [-0.002, -0.009, 0.002], [0.002, 0.003, -0.012], [0.002, 0.005, 0.011], [0.002, -0.013, 0.018], [-0.015, 0.010, 0.004], [-0.333, -0.230, 0.091], [0.075, 0.194, -0.037], [0.024, 0.012, -0.030], [-0.015, -0.015, -0.014], [0.000, 0.009, 0.014], [0.031, -0.010, -0.017], [-0.034, 0.002, -0.024], [0.056, 0.072, -0.058], [0.056, 0.093, -0.179], [0.096, 0.082, -0.178], [-0.020, -0.013, 0.004], [-0.036, 0.006, 0.039], [-0.004, 0.002, 0.001], [-0.001, 0.000, 0.001], [0.001, 0.001, -0.004], [-0.010, 0.021, -0.002], [-0.031, 0.075, -0.088], [0.006, 0.009, -0.009], [-0.015, -0.024, 0.023], [-0.059, -0.017, 0.079], [0.060, 0.040, 0.075], [-0.019, -0.003, 0.001], [0.042, -0.065, 0.008], [-0.047, 0.154, 0.062], [-0.034, 0.103, 0.064], [0.015, -0.012, -0.169], [-0.013, -0.034, 0.006], [-0.078, -0.171, 0.087], [-0.061, -0.003, 0.011], [-0.004, 0.000, 0.000], [-0.003, 0.001, 0.004], [0.000, 0.016, 0.004], [0.001, -0.017, 0.006], [0.056, 0.070, 0.016], [-0.084, 0.237, 0.311], [-0.198, -0.605, -0.265], [0.091, 0.175, 0.124], [-0.065, -0.018, 0.001], [-0.032, -0.005, -0.005], [0.006, -0.002, 0.005], [-0.004, -0.011, -0.001], [0.010, -0.072, -0.028], [0.018, -0.021, 0.004], [-0.026, 0.033, -0.001], [-0.011, -0.009, 0.003], [0.003, 0.001, 0.009], [-0.001, 0.009, 0.002], [-0.002, 0.001, -0.006], [0.002, 0.000, -0.006], [0.000, 0.001, 0.004], [0.001, 0.010, -0.014], [-0.004, 0.010, 0.023], [0.069, 0.178, 0.115], [0.214, -0.128, 0.136], [0.023, -0.012, 0.148], [0.021, 0.003, 0.016], [0.203, 0.097, 0.066], [0.011, -0.024, 0.000], [-0.336, -0.014, -0.128], [-0.040, 0.071, -0.014], [-0.006, -0.017, 0.078], [-0.009, 0.229, 0.127], [-0.009, -0.001, -0.018], [-0.020, 0.005, -0.013], [0.022, -0.020, 0.031], [0.026, -0.088, 0.001], [-0.098, -0.187, -0.152]],
  "lowdin_charge": [0.4816, 0.0025, -0.2938, -0.0661, -0.1066, -0.1595, -0.2380, 0.0186, 0.0150, -0.2378, -0.0293, -0.0741, -0.0847, -0.1642, 0.1333, 0.0937, 0.1064, 0.1069, 0.1003, 0.0940, 0.1004, -0.1098, -0.3738, -0.0213, -0.1418, -0.1583, -0.0877, -0.0940, -0.2799, 0.0623, -0.1309, -0.0911, 0.0957, 0.1033, 0.0832, 0.0699, 0.0865, 0.1066, 0.0926, 0.1228, -0.0545, -0.3845, -0.1318, -0.1318, -0.3834, -0.0558, 0.0488, 0.0622, 0.0449, 0.0623, 0.0627, 0.0640, 0.0644, 0.0564, 0.0352, 0.2241, -0.1979, -0.0715, -0.1506, -0.1569, -0.1913, -0.2007, -0.1495, 0.1155, 0.1021, 0.1054, 0.1128, 0.0960, 0.1065, 0.1071, 0.1063, 0.1184, 0.1295, -0.0763, -0.4249, -0.1369, -0.1291, -0.3992, -0.0460, 0.0554, 0.0664, 0.0389, 0.0420, 0.0701, 0.0679, 0.0656, 0.0659, 0.0430]
}